This record from the OMol25 dataset describes a molecular structure, C19H30N6O6S2SiW. The level of theory is the ωB97M-V functional and the def2-TZVPD basis.

Computed properties:
HOMO level (spin up / spin down) = -0.2522 / -0.2838 Eh
Spin multiplicity = 3
LUMO (spin up / spin down) = 0.197 / -0.757 eV

Element x y z (Å)
W  0.1478  -1.1010  0.6344
O  1.3389  -1.0356  -1.0540
N  2.0003  -2.0513  -1.6264
C  3.0473  -1.6766  -2.4102
C  3.7724  -2.5954  -3.0973
C  3.3935  -3.9511  -2.9732
C  2.3253  -4.3024  -2.1967
C  1.5557  -3.3331  -1.4857
S  0.2169  -3.6654  -0.5440
H  3.2157  -0.6118  -2.4288
H  4.5997  -2.2786  -3.7120
H  3.9506  -4.7160  -3.4960
H  2.0136  -5.3301  -2.0862
C  3.7653  -0.1535  0.7429
C  2.8134  0.6423  1.5750
C  3.2211  1.6360  2.4404
C  2.2507  2.3322  3.1776
C  0.9065  2.0429  3.0769
C  0.5400  1.0159  2.1836
N  1.4991  0.4016  1.4458
N  -0.6325  0.4345  1.8907
Si  -2.1677  0.6812  2.7266
C  -1.8933  0.2715  4.5379
C  -2.6863  2.4835  2.5439
C  -3.4557  -0.4382  1.9940
H  3.5154  -1.2148  0.7811
H  4.7847  -0.0114  1.0953
H  3.7044  0.1727  -0.2965
H  4.2719  1.8565  2.5506
H  2.5731  3.1100  3.8581
H  0.1614  2.5515  3.6693
H  -1.1944  0.9432  5.0376
H  -1.5080  -0.7437  4.6371
H  -2.8457  0.3271  5.0713
H  -1.8372  3.1518  2.3997
H  -3.2301  2.8235  3.4265
H  -3.3365  2.5969  1.6770
H  -3.0826  -1.4572  1.8897
H  -3.7654  -0.0973  1.0088
H  -4.3206  -0.4593  2.6608
N  -1.0512  -1.9890  -3.0200
N  -1.8467  -0.8818  -2.7270
C  -2.0881  -0.4278  -1.4569
O  -2.8389  0.5249  -1.2984
O  -1.5299  -1.1040  -0.4784
H  -0.6063  -1.8303  -3.9143
H  -1.6135  -2.8329  -3.0611
H  -2.4755  -0.5035  -3.4194
O  0.0048  1.2460  -0.8744
S  -0.8972  2.4132  -0.5978
C  -1.5306  2.9314  -2.2288
C  -0.9141  4.2828  -2.5828
C  0.4652  4.3072  -1.9318
C  0.2096  3.8495  -0.5016
H  -2.6152  2.9015  -2.2100
H  -1.1735  2.1293  -2.8762
H  -1.5220  5.0903  -2.1666
H  -0.8789  4.4304  -3.6629
H  0.9326  5.2918  -1.9716
H  1.1320  3.5966  -2.4258
H  -0.3001  4.6193  0.0822
H  1.0835  3.5082  0.0528
O  1.4038  -2.2823  1.7769
N  0.4251  -2.0182  2.6247
O  -0.7298  -2.3126  2.0316

***

This record from the OMol25 dataset describes a molecular structure, C19H30N6O6S2SiW in a non-equilibrium geometry. The level of theory is the ωB97M-V functional and the def2-TZVPD basis.

Computed properties:
HOMO level (spin up / spin down) = -0.2105 / -0.2808 Eh
Spin multiplicity = 3
LUMO (spin up / spin down) = 0.267 / -2.512 eV

Element x y z (Å)
W  -0.2138  0.9267  -0.5693
O  -0.4599  1.6727  1.2842
N  0.1186  2.8471  1.6486
C  0.2739  3.0344  3.0052
C  0.2112  4.3004  3.5394
C  -0.0387  5.4325  2.7590
C  -0.2410  5.2196  1.3764
C  -0.1903  3.9599  0.8403
S  -0.4801  3.5713  -0.7889
H  0.4630  2.1407  3.5773
H  0.3718  4.4014  4.6051
H  -0.0999  6.4181  3.1934
H  -0.4247  6.0439  0.6995
C  -3.2331  1.0365  1.8144
C  -2.8375  -0.2654  1.1832
C  -3.5037  -1.4403  1.4492
C  -3.1098  -2.6113  0.7926
C  -2.1010  -2.5976  -0.1324
C  -1.4736  -1.3654  -0.3929
N  -1.8246  -0.2695  0.3078
N  -0.4945  -1.0448  -1.2631
Si  0.2877  -2.2149  -2.3130
C  -1.0111  -3.1843  -3.2425
C  1.3292  -3.3296  -1.2351
C  1.4158  -1.4156  -3.5663
H  -4.2137  0.9521  2.2800
H  -3.2609  1.8168  1.0553
H  -2.5048  1.3385  2.5656
H  -4.3257  -1.4428  2.1518
H  -3.6238  -3.5413  1.0060
H  -1.8028  -3.4879  -0.6615
H  -1.3174  -4.1030  -2.7359
H  -0.6261  -3.4666  -4.2256
H  -1.8974  -2.5572  -3.3794
H  0.7567  -3.7816  -0.4191
H  2.1283  -2.7261  -0.7939
H  1.7888  -4.1333  -1.8209
H  1.1777  -1.7911  -4.5653
H  2.4570  -1.6683  -3.3505
H  1.3324  -0.3285  -3.5799
N  -0.9330  2.5327  -3.9182
N  -1.6821  1.3575  -3.9629
C  -2.1411  0.7214  -2.8404
O  -2.8095  -0.2850  -2.9322
O  -1.8160  1.3216  -1.6912
H  -1.2579  3.1725  -4.6287
H  0.0546  2.3349  -4.0289
H  -1.7819  0.8469  -4.8249
O  0.7896  -0.5997  0.8407
S  1.7472  -0.0011  1.8850
C  3.4198  -0.3875  1.2729
C  4.0103  -1.4648  2.1786
C  2.8299  -2.3301  2.6134
C  1.7930  -1.3336  3.1150
H  3.9856  0.5415  1.2255
H  3.2374  -0.7374  0.2557
H  4.4681  -1.0040  3.0572
H  4.7819  -2.0345  1.6619
H  3.0993  -3.0637  3.3731
H  2.4231  -2.8638  1.7509
H  2.0750  -0.8929  4.0741
H  0.7746  -1.7170  3.1686
O  1.6949  1.6068  -0.2601
N  1.6137  0.6489  -1.2617
O  0.8212  1.2845  -2.2220

***

This record from the OMol25 dataset describes a molecular structure, C19H30NSc in a non-equilibrium geometry. The level of theory is the ωB97M-V functional and the def2-TZVPD basis.

Computed properties:
HOMO level = -0.5638 Eh
Net charge = +2
Spin multiplicity = 1
LUMO = -7.713 eV

Element x y z (Å)
C  1.3503  2.3434  -0.0263
H  1.4540  2.6120  1.0267
H  2.1319  2.8848  -0.6023
H  1.6182  1.2989  -0.1687
C  -0.0394  2.7114  -0.5519
H  -0.4877  1.9171  -1.1838
H  -0.7722  2.9125  0.2423
C  0.1263  3.9768  -1.4192
H  -0.8284  4.4382  -1.7312
H  0.7239  4.7378  -0.9033
H  0.6598  3.6875  -2.3346
C  -0.7927  -2.2815  -1.2114
C  -1.2020  -1.1945  -2.0751
C  -0.0135  -0.5133  -2.5125
C  1.1189  -1.1416  -1.8915
C  0.6426  -2.2281  -1.0863
C  1.5056  -3.1238  -0.2485
C  2.5560  -0.8442  -2.1791
C  0.0777  0.5653  -3.5446
C  -2.5976  -0.7882  -2.3775
C  -1.6790  -3.2558  -0.5059
Sc  -0.2704  -0.3332  -0.2047
H  3.1910  -1.0999  -1.3177
H  2.8874  -1.4482  -3.0412
H  2.7192  0.2162  -2.4266
H  2.4786  -2.6393  -0.0500
H  1.0329  -3.3503  0.7240
H  1.7016  -4.0842  -0.7625
H  -2.6786  -2.8376  -0.3193
H  -1.8123  -4.1826  -1.0906
H  -1.2423  -3.5530  0.4629
H  -2.6390  0.2450  -2.7529
H  -3.0546  -1.4368  -3.1434
H  -3.2258  -0.8481  -1.4760
H  0.8770  1.2849  -3.2934
H  0.3260  0.1372  -4.5334
H  -0.8650  1.1178  -3.6462
N  -1.4250  -0.1689  1.6817
C  -0.7164  0.1258  2.9202
C  0.3662  -0.6701  3.2935
C  0.9962  -0.4090  4.5374
C  0.5521  0.6594  5.3342
C  -0.4983  1.4838  4.9002
C  -1.1251  1.2287  3.6690
H  -1.7272  -1.1564  1.6200
H  -2.2795  0.3987  1.5984
H  0.7441  -1.4584  2.6299
H  1.8362  -1.0275  4.8665
H  1.0474  0.8679  6.2904
H  -0.8256  2.3381  5.5087
H  -1.9235  1.8855  3.3056

***

Please write out number 2 again, unchanged.
This record from the OMol25 dataset describes a molecular structure, C19H30N6O6S2SiW in a non-equilibrium geometry. The level of theory is the ωB97M-V functional and the def2-TZVPD basis.

Computed properties:
HOMO level (spin up / spin down) = -0.2105 / -0.2808 Eh
Spin multiplicity = 3
LUMO (spin up / spin down) = 0.267 / -2.512 eV

Element x y z (Å)
W  -0.2138  0.9267  -0.5693
O  -0.4599  1.6727  1.2842
N  0.1186  2.8471  1.6486
C  0.2739  3.0344  3.0052
C  0.2112  4.3004  3.5394
C  -0.0387  5.4325  2.7590
C  -0.2410  5.2196  1.3764
C  -0.1903  3.9599  0.8403
S  -0.4801  3.5713  -0.7889
H  0.4630  2.1407  3.5773
H  0.3718  4.4014  4.6051
H  -0.0999  6.4181  3.1934
H  -0.4247  6.0439  0.6995
C  -3.2331  1.0365  1.8144
C  -2.8375  -0.2654  1.1832
C  -3.5037  -1.4403  1.4492
C  -3.1098  -2.6113  0.7926
C  -2.1010  -2.5976  -0.1324
C  -1.4736  -1.3654  -0.3929
N  -1.8246  -0.2695  0.3078
N  -0.4945  -1.0448  -1.2631
Si  0.2877  -2.2149  -2.3130
C  -1.0111  -3.1843  -3.2425
C  1.3292  -3.3296  -1.2351
C  1.4158  -1.4156  -3.5663
H  -4.2137  0.9521  2.2800
H  -3.2609  1.8168  1.0553
H  -2.5048  1.3385  2.5656
H  -4.3257  -1.4428  2.1518
H  -3.6238  -3.5413  1.0060
H  -1.8028  -3.4879  -0.6615
H  -1.3174  -4.1030  -2.7359
H  -0.6261  -3.4666  -4.2256
H  -1.8974  -2.5572  -3.3794
H  0.7567  -3.7816  -0.4191
H  2.1283  -2.7261  -0.7939
H  1.7888  -4.1333  -1.8209
H  1.1777  -1.7911  -4.5653
H  2.4570  -1.6683  -3.3505
H  1.3324  -0.3285  -3.5799
N  -0.9330  2.5327  -3.9182
N  -1.6821  1.3575  -3.9629
C  -2.1411  0.7214  -2.8404
O  -2.8095  -0.2850  -2.9322
O  -1.8160  1.3216  -1.6912
H  -1.2579  3.1725  -4.6287
H  0.0546  2.3349  -4.0289
H  -1.7819  0.8469  -4.8249
O  0.7896  -0.5997  0.8407
S  1.7472  -0.0011  1.8850
C  3.4198  -0.3875  1.2729
C  4.0103  -1.4648  2.1786
C  2.8299  -2.3301  2.6134
C  1.7930  -1.3336  3.1150
H  3.9856  0.5415  1.2255
H  3.2374  -0.7374  0.2557
H  4.4681  -1.0040  3.0572
H  4.7819  -2.0345  1.6619
H  3.0993  -3.0637  3.3731
H  2.4231  -2.8638  1.7509
H  2.0750  -0.8929  4.0741
H  0.7746  -1.7170  3.1686
O  1.6949  1.6068  -0.2601
N  1.6137  0.6489  -1.2617
O  0.8212  1.2845  -2.2220